(1)
{
  "formula": "C5H6Cl2FN2",
  "method": "wB97M-V/def2-TZVPD",
  "symbols": ["Cl", "Cl", "F", "N", "N", "C", "C", "C", "C", "C", "H", "H", "H", "H", "H", "H"],
  "positions_angstrom": [[-0.80, 2.38, -0.69], [0.13, -1.23, -2.51], [-0.87, -0.83, 1.31], [1.43, 2.43, 0.33], [0.92, 0.29, -0.38], [0.59, 1.56, -0.16], [-1.02, -1.22, 0.02], [1.93, 3.03, 1.30], [-2.26, -1.88, -0.37], [-0.10, -0.63, -0.90], [2.77, 3.69, 1.24], [-2.32, -2.85, 0.20], [-3.13, -1.33, -0.03], [-2.25, -2.03, -1.42], [1.66, 2.72, 2.24], [1.84, -0.22, -0.21]],
  "mulliken_charge": [-0.011, -0.137, -0.226, -0.158, -0.161, 0.588, 0.730, -0.166, -0.996, -0.332, 0.276, 0.305, 0.302, 0.368, 0.288, 0.329],
  "charge": 1,
  "de_lowest_kcal_mol": 12.4,
  "e_tot_ev": -36015.5025,
  "e_homo_ha": -0.47826,
  "smiles": "C=N/C(Cl)=[NH+]/C(Cl)=C(/C)F"
}

=====

(2)
{
  "formula": "C44H95BrClF7N3O16P2S11",
  "method": "wB97M-V/def2-TZVPD",
  "symbols": ["Br", "Cl", "S", "S", "S", "S", "S", "S", "S", "S", "S", "S", "S", "P", "P", "F", "F", "F", "F", "F", "F", "F", "O", "O", "O", "O", "O", "O", "O", "O", "O", "O", "O", "O", "O", "O", "O", "O", "N", "N", "N", "C", "C", "C", "C", "C", "C", "C", "C", "C", "C", "C", "C", "C", "C", "C", "C", "C", "C", "C", "C", "C", "C", "C", "C", "C", "C", "C", "C", "C", "C", "C", "C", "C", "C", "C", "C", "C", "C", "C", "C", "C", "C", "C", "C", "H", "H", "H", "H", "H", "H", "H", "H", "H", "H", "H", "H", "H", "H", "H", "H", "H", "H", "H", "H", "H", "H", "H", "H", "H", "H", "H", "H", "H", "H", "H", "H", "H", "H", "H", "H", "H", "H", "H", "H", "H", "H", "H", "H", "H", "H", "H", "H", "H", "H", "H", "H", "H", "H", "H", "H", "H", "H", "H", "H", "H", "H", "H", "H", "H", "H", "H", "H", "H", "H", "H", "H", "H", "H", "H", "H", "H", "H", "H", "H", "H", "H", "H", "H", "H", "H", "H", "H", "H", "H", "H", "H", "H", "H", "H"],
  "positions_angstrom": [[-0.13, -3.44, 1.47], [2.48, 1.05, 2.83], [-2.62, -8.14, -6.69], [-9.23, 5.21, 10.47], [-1.16, -2.76, -6.18], [-7.36, 6.07, 6.49], [1.45, -9.81, -8.01], [2.29, -3.84, 3.12], [4.00, -1.06, -8.79], [-8.52, 10.33, 3.79], [-4.41, 8.87, 4.88], [-1.80, 3.50, 3.58], [3.23, 3.89, 7.82], [0.91, -1.13, 4.05], [3.59, -0.29, -3.83], [6.20, -0.83, 1.15], [6.26, 0.81, 5.33], [5.08, 1.93, 3.99], [7.13, 0.18, 3.11], [5.04, 0.92, 1.41], [5.99, -1.47, 3.86], [4.28, 0.17, 5.05], [6.83, -2.99, -0.41], [-0.17, -0.10, 4.06], [-1.40, -7.31, -6.46], [0.65, -2.27, -8.11], [5.76, -4.94, -0.62], [-4.68, 7.55, 4.24], [-7.84, 11.60, 3.44], [3.43, 5.09, 8.67], [0.12, -9.60, -8.65], [4.53, -0.75, -4.87], [3.94, -2.30, -9.61], [4.28, 0.70, -2.74], [-7.44, 7.55, 6.38], [-2.56, 2.83, 2.49], [-10.01, 4.53, 9.39], [2.33, 0.42, -4.57], [-0.48, -1.10, -9.59], [-1.33, -1.40, -8.54], [1.67, -2.78, 1.80], [5.21, -0.32, 1.90], [-7.60, 9.00, 3.00], [5.31, 0.70, 4.39], [4.16, 2.12, -3.07], [5.96, -3.69, -0.02], [-6.83, 5.43, 4.90], [-9.04, 5.43, 6.37], [1.92, -11.52, -8.30], [-3.16, 9.69, 3.88], [0.27, -3.81, -5.74], [4.82, 3.49, 7.07], [1.10, -5.93, -4.66], [5.89, -0.25, 3.32], [2.47, -2.87, 0.53], [3.00, -1.79, -2.93], [-0.11, -4.95, -4.80], [-4.01, -7.00, -6.83], [3.93, -1.15, 1.81], [-3.35, 8.56, 6.30], [3.18, 2.46, 8.91], [4.20, -1.51, -0.68], [4.15, -2.30, -2.01], [-1.75, 2.34, 4.96], [2.60, -0.39, 1.79], [5.24, 0.01, -9.53], [2.44, -4.27, -0.08], [-9.97, 10.19, 2.73], [3.92, -2.23, 0.65], [1.52, -4.41, -1.35], [-10.32, 6.43, 11.22], [1.30, -6.26, -3.17], [-2.61, -8.65, -8.40], [0.67, -1.63, -9.32], [0.04, -0.23, -3.91], [5.47, 2.81, -2.60], [2.22, -5.19, -2.49], [4.92, -1.43, -7.30], [1.22, 0.72, -3.71], [-9.21, 4.09, 11.88], [1.43, -1.34, 2.26], [4.94, -3.33, 1.06], [-2.90, 4.69, 4.35], [-0.61, -2.09, -7.72], [2.68, -9.09, -9.10], [3.29, 2.50, -2.53], [-3.10, 5.49, 3.64], [-1.30, 2.83, 5.83], [-1.78, -9.34, -8.55], [2.12, -1.50, -2.35], [-9.83, 6.86, 12.09], [0.87, 1.73, -3.95], [2.08, -5.05, 0.60], [5.39, 0.88, -8.89], [5.05, -2.08, -2.58], [-7.46, 5.83, 4.11], [1.79, -7.23, -3.10], [2.55, -9.48, -10.11], [4.48, -4.26, 1.40], [-1.00, -5.50, -5.09], [2.01, -5.51, -5.09], [-10.68, 10.97, 3.02], [0.56, -0.99, 1.71], [4.14, -3.39, -1.91], [-0.51, 0.04, -4.81], [-0.30, -4.52, -3.80], [-2.48, 7.97, 5.99], [3.91, -1.74, 2.75], [-2.48, -7.78, -9.05], [-2.75, 2.00, 5.20], [0.80, -4.19, -6.61], [-8.61, 3.22, 11.61], [-7.47, 9.23, 1.94], [5.53, -3.00, 1.92], [0.65, -5.01, -1.07], [3.10, -5.73, -2.14], [1.12, -3.45, -1.67], [-2.31, 9.02, 3.73], [2.54, -8.01, -9.11], [5.58, 3.43, 7.84], [5.87, -1.89, -7.56], [0.35, -2.32, 4.57], [-8.12, 8.06, 3.12], [5.07, 4.29, 6.37], [-9.59, 5.74, 7.26], [-10.43, 9.21, 2.86], [-1.13, 1.49, 4.65], [-6.88, 4.34, 4.92], [1.24, -12.16, -7.73], [1.94, -2.21, -0.16], [2.94, -11.68, -7.95], [-9.01, 4.34, 6.33], [5.22, 3.72, -2.07], [-3.78, -6.24, -7.57], [2.33, -0.03, 0.80], [-10.22, 3.78, 12.12], [6.01, 2.10, -1.97], [5.95, -5.61, 0.05], [2.75, -2.49, -3.73], [0.33, -6.37, -2.67], [1.58, -4.97, 2.94], [2.28, 2.52, 9.51], [3.43, -0.74, -0.78], [-3.93, 8.02, 7.04], [4.88, 0.33, -10.50], [2.55, -4.54, -3.30], [-9.68, 10.33, 1.69], [-3.02, 9.52, 6.72], [-3.84, 4.21, 4.62], [0.35, -1.28, -3.99], [3.42, -4.63, -0.40], [6.06, 3.03, -3.49], [5.13, -0.94, -0.68], [-2.84, 10.61, 4.38], [-10.50, 7.21, 10.48], [-8.75, 4.60, 12.73], [5.08, -0.52, -6.73], [-6.63, 8.94, 3.49], [3.16, 1.55, 8.31], [-3.55, -9.16, -8.63], [0.82, -6.85, -5.19], [-9.52, 5.83, 5.48], [-2.42, 5.11, 5.24], [4.05, 2.29, -4.14], [4.05, 2.47, 9.56], [4.74, 2.55, 6.53], [-3.60, 9.94, 2.92], [-5.80, 5.74, 4.74], [6.17, -0.54, -9.65], [3.68, -9.33, -8.73], [0.98, -3.16, -5.21], [-11.26, 5.96, 11.50], [1.84, -11.75, -9.36], [-4.90, -7.56, -7.12], [4.33, -2.13, -6.70], [1.99, -0.80, 4.89], [-4.17, -6.54, -5.86], [1.51, 0.74, -2.65], [1.55, -1.60, -9.93], [-0.65, -0.15, -3.07]],
  "mulliken_charge": [0.239, 0.040, 0.365, 0.605, -0.198, 0.462, 0.580, -0.017, 0.645, 0.573, 0.527, 0.558, 0.539, 0.492, 0.626, -0.330, -0.266, -0.179, -0.310, -0.319, -0.283, -0.231, -0.407, -0.677, -0.454, 0.007, -0.501, -0.484, -0.662, -0.637, -0.642, -0.810, -0.653, -0.131, -0.596, -0.664, -0.605, -0.464, -0.438, -0.421, -0.137, 0.784, -0.312, 0.456, -0.227, -0.154, -0.209, -0.950, -1.021, -1.076, 0.230, -0.421, -0.952, 0.612, 0.122, 0.014, -0.324, -0.989, -1.241, -0.951, -0.845, -1.968, -0.915, -0.297, -0.160, -1.073, -1.172, -0.912, 1.829, -0.744, -0.915, -1.490, -0.819, -0.141, -0.732, -1.181, 0.339, -0.653, -0.169, -0.979, -0.529, -0.807, -0.872, 0.461, -0.982, 0.256, 0.382, 0.357, 0.212, 0.156, 0.349, 0.566, 0.519, 0.335, 0.986, 0.201, 0.418, 0.329, 0.621, 0.332, 0.543, 0.322, 0.725, 0.473, 0.443, 0.299, 0.260, 0.783, 0.297, 0.303, 0.628, 0.305, 0.464, 0.441, 0.946, 0.526, 0.221, 0.305, 0.306, 0.359, 0.449, 0.095, 0.183, 0.343, 0.275, 0.323, -0.129, 0.452, 0.312, 0.562, 0.370, 0.345, 0.338, 0.291, -0.173, 0.300, 0.223, 0.394, -0.507, 0.390, 0.252, 0.321, 0.847, 0.299, 0.349, -0.540, 0.286, 0.417, 0.193, -0.264, 0.041, 0.367, 0.618, 0.422, 0.307, 0.368, 0.378, -0.290, 0.255, 0.424, 0.459, 0.342, 0.322, 0.367, 0.312, -0.217, 0.316, -0.363, 0.320, 0.381, -0.726, 0.303, 0.312, 0.420, -0.009, -0.003, 0.313, 0.040, 0.548, 0.302],
  "charge": 1,
  "e_tot_ev": -323735.7668,
  "e_homo_ha": -0.34021
}

=====

Looking at orbital gap for the records above, in order, we have 0.3161; 0.1230 Ha.